[1]
DFT (the ωB97M-V functional and the def2-TZVPD basis) results for a structure of composition C25H17F6N5O5RhS2 in a non-equilibrium geometry.

- HOMO-LUMO gap (spin up / spin down) (eV) = 6.86 / 6.73

Geometry as ORCA input:
```
! RIJCOSX wB97M-V def2-TZVPD def2/J DEFGRID3
* xyz 0 2
C 0.241 -3.228 -1.049
C 1.217 -5.421 -1.390
F -2.017 3.769 0.701
H 5.420 3.715 -0.499
H 2.504 0.607 0.095
C 2.186 -4.928 -2.207
C -3.989 -3.984 -0.074
C -3.941 -1.879 1.048
S 0.259 2.561 1.374
H -0.476 -4.990 -0.109
O 0.882 1.517 -1.593
F -3.008 3.681 3.514
C 3.295 -1.558 -3.269
H -1.942 1.305 1.701
O 1.421 3.371 1.149
N -1.977 -0.488 0.721
N -0.692 -2.310 -0.624
H 2.911 -5.583 -2.676
C -3.798 0.283 2.055
C 2.279 -3.534 -2.394
C -2.692 -3.754 -0.588
H 1.709 3.526 -2.677
F -1.966 2.938 5.263
N 1.389 -1.344 -1.858
C 2.881 1.490 -0.392
H 4.036 -1.052 -3.874
C -4.505 -0.854 1.836
F -0.385 4.113 -0.684
O 0.444 1.115 1.160
O 0.565 4.182 4.557
C -2.659 -1.643 0.512
C 4.091 2.077 -0.087
C -0.986 3.209 0.079
H 4.025 -3.520 -3.672
H -4.519 -4.886 -0.362
H -2.267 -4.445 -1.302
C -2.029 3.947 4.393
C 3.637 3.766 -1.703
C 0.247 -4.579 -0.799
F -2.334 5.062 5.043
C 4.483 3.231 -0.740
H 3.899 4.665 -2.242
C -2.519 0.428 1.482
H 4.711 1.627 0.678
N 2.064 2.041 -1.312
H 2.304 0.273 -2.675
S -0.420 4.150 3.522
H -4.201 1.094 2.650
H -5.583 -3.284 1.156
F -1.489 2.254 -0.707
C 3.281 -2.914 -3.164
C 2.432 3.158 -1.967
H 1.193 -6.484 -1.178
C 1.330 -2.695 -1.772
N -0.472 2.729 2.744
C -1.990 -2.626 -0.246
Rh -0.150 -0.296 -0.644
O -0.573 5.285 2.656
C 2.323 -0.801 -2.587
C -4.593 -3.094 0.756
H -5.490 -0.992 2.268
*
```

[2]
DFT (the ωB97M-V functional and the def2-TZVPD basis) results for a structure of composition C25H17N2O8ReS3 in a non-equilibrium geometry.

- HOMO-LUMO gap (spin up / spin down) (eV) = 6.46 / 6.32

Geometry as ORCA input:
```
! RIJCOSX wB97M-V def2-TZVPD def2/J DEFGRID3
* xyz -1 4
Re -0.564 -0.130 -0.006
H -1.928 2.005 6.981
H -3.077 0.246 -3.980
C 1.188 2.960 -3.369
O -0.240 -3.978 -1.446
C -0.595 -2.822 -1.505
C 4.607 -2.082 1.088
H 4.231 -0.373 -0.151
O -0.353 -1.481 4.124
C -0.990 -2.138 -5.180
C -0.197 2.880 -3.247
C -1.275 0.984 5.216
C -0.055 1.028 -1.683
H -2.693 3.949 3.245
C -2.304 3.113 3.808
C -1.706 2.068 3.117
C -1.972 -1.103 -2.747
C 2.671 -3.299 1.808
C 1.848 -2.424 1.116
N 2.175 0.313 -1.085
C 2.418 -1.374 0.408
H 0.102 -3.514 -3.932
C -0.582 -2.676 -3.973
H 0.781 -2.571 1.123
H -0.611 -2.533 -6.114
C -1.900 -1.087 -5.173
H 5.681 -1.941 1.082
O -2.627 1.332 0.771
S -2.638 -0.365 -1.291
O -0.661 -2.057 -0.437
H 2.219 -4.110 2.364
C 1.343 1.157 -1.816
C 3.802 -1.200 0.391
O -1.950 3.661 1.073
C -1.871 2.033 5.901
H 3.053 2.115 -2.684
C -1.186 0.987 3.831
C -2.380 -0.582 -3.980
C 4.045 -3.133 1.800
O 0.910 0.000 2.651
C -1.058 -2.169 -2.769
C -2.394 3.100 5.193
H 4.679 -3.815 2.353
H -2.867 3.927 5.706
O -1.263 -0.799 1.954
S -0.383 -0.458 3.112
N 1.570 -0.448 -0.294
S -1.686 2.273 1.332
H -1.883 1.918 -2.350
H -0.821 3.571 -3.802
C -0.804 1.946 -2.424
O -0.319 1.809 0.896
H -2.228 -0.647 -6.107
H 1.639 3.710 -4.006
H -0.873 0.133 5.748
C 1.972 2.087 -2.645
*
```

[3]
DFT (the ωB97M-V functional and the def2-TZVPD basis) results for a structure of composition C25H18CaCl7N2O4PS2.

- HOMO-LUMO gap (eV) = 5.49

Geometry as ORCA input:
```
! RIJCOSX wB97M-V def2-TZVPD def2/J DEFGRID3
* xyz -2 1
Cl 2.786 -5.641 -1.168
H -1.585 2.262 -6.469
Cl 0.182 3.791 3.755
H -2.805 -0.532 -1.985
C 2.674 -3.871 0.892
C -0.596 -0.556 -4.879
H -1.045 -0.139 -6.934
H -3.193 4.085 0.956
H -0.722 -0.505 3.538
O -4.277 0.047 -0.600
P -3.307 0.605 0.570
H 5.255 -0.603 -0.183
C -0.979 0.263 -5.928
H -2.675 2.921 2.202
H -0.363 -1.599 -5.063
C 4.754 0.927 1.225
Cl -0.330 -5.314 -1.309
S -0.010 -1.288 -2.340
C 2.026 -2.988 1.743
C 1.203 1.919 2.088
H 2.856 -1.033 -0.770
H -1.805 3.012 0.658
N 2.133 0.332 0.563
C -0.491 -0.100 -3.557
S -0.718 2.015 -1.701
C 3.705 1.639 1.848
O -4.218 0.155 1.849
C -2.782 3.093 1.130
C 2.809 3.308 3.347
C -0.791 1.261 -3.292
C -3.747 0.019 -1.939
C 0.006 -1.588 2.211
Cl 4.384 -4.109 1.039
H -3.578 1.030 -2.307
C -4.024 -1.172 2.333
C -1.183 2.068 -4.372
Ca -0.270 -0.039 0.078
O 0.033 1.551 1.782
C 3.887 2.672 2.797
H -4.615 -1.268 3.242
N -0.383 -1.464 3.419
Cl 5.506 3.153 3.276
C 3.125 -0.299 -0.016
Cl -1.747 -3.207 0.555
C -0.047 -3.511 0.679
H -4.492 -0.487 -2.551
C 2.383 1.286 1.492
H 2.959 4.102 4.066
C 1.508 2.947 2.996
Cl 2.912 -2.128 2.957
C -1.279 1.595 -5.670
H 5.777 1.159 1.490
C 1.966 -4.584 -0.073
H -1.414 3.105 -4.156
H -4.374 -1.907 1.603
H -2.974 -1.368 2.565
C 0.583 -4.405 -0.164
C 4.470 -0.039 0.303
O -3.711 2.164 0.551
C 0.645 -2.739 1.629
*
```